# 1
Below is 2 unconnected molecules or ions with the total composition C7H9NOS in a non-equilibrium geometry, with properties calculated with the ωB97M-V functional and the def2-TZVPD basis.

```
19
Properties=species:S:1:pos:R:3:forces:R:3
C -2.409629 -0.419731 0.760186 3.2 1.0 -1.9
C -1.386840 -0.007014 0.217206 -3.0 -1.6 2.3
C 1.337532 -1.020951 0.307215 -3.2 2.6 -1.6
C 2.516085 -1.256859 0.160460 1.5 -0.7 1.0
C -3.546705 -1.134064 1.247601 0.6 0.4 -3.5
C -0.051382 0.676460 -1.709344 1.9 -1.5 -0.1
C -0.134973 0.431221 -0.216584 2.7 0.0 1.0
N 1.921819 2.144658 0.301603 0.7 -1.3 1.4
O 3.740683 -1.696156 0.477213 -0.6 0.3 -0.2
S 0.374457 1.849741 0.803099 0.2 -0.4 -0.3
H -4.186700 -1.419109 0.435999 -0.8 0.4 -0.5
H -3.252964 -2.044467 1.561506 1.3 -3.1 1.6
H -4.010853 -0.640885 1.975157 -2.2 1.9 2.9
H 0.896383 0.115744 -2.034813 -1.6 1.0 -0.1
H -0.953885 0.201097 -2.080742 0.2 0.1 -0.7
H 0.007776 1.747530 -1.957666 -0.1 -0.5 0.2
H 2.607701 1.401977 0.457743 -0.6 0.2 0.2
H 2.221856 2.739582 -0.413127 -0.4 1.0 -1.3
H 4.309648 -1.668775 -0.292706 0.1 -0.1 -0.3
```
Positions in Å, forces in eV/Å.

Spin multiplicity   1
E   -21770.1459 eV
Orbital gap   8.52 eV
ΔE to the lowest compared entry with this formula, charge and spin   646.0 kJ/mol
HOMO   -8.6 eV

---

# 2
Below is 2 unconnected molecules or ions with the total composition C8H9NOS in a non-equilibrium geometry, with properties calculated with the ωB97M-V functional and the def2-TZVPD basis.

```
20
Properties=species:S:1:pos:R:3:forces:R:3
C 3.337723 -0.531829 -0.064664 -2.8 0.0 -0.3
C 2.373686 -1.533393 -0.052725 1.7 2.0 -0.1
C 3.001175 0.790762 -0.171008 0.8 -0.1 0.1
C 1.082959 -1.145258 -0.185286 -1.1 -0.1 0.0
C 1.697771 1.221775 -0.229453 -0.2 -2.6 -0.2
C 0.727653 0.210166 -0.273591 0.2 -0.7 0.9
C -4.420419 -1.142298 0.092810 -2.1 1.4 -2.4
C -4.832058 -0.335158 -0.749215 2.1 -1.5 2.7
N -0.999344 1.952785 -0.538846 1.3 0.8 -0.2
O -1.045398 0.473750 1.680497 2.0 1.4 -1.6
S -1.024516 0.523017 -0.073759 0.0 0.0 0.7
H 4.315012 -0.682998 0.135061 3.1 -1.1 0.4
H 2.730275 -2.484489 0.166489 -0.1 -1.9 0.1
H 3.897590 1.379161 -0.094225 -0.3 1.2 -0.1
H 0.378184 -1.963969 -0.118637 -0.7 0.4 -0.1
H 1.481218 2.221982 -0.171139 -0.9 2.1 -0.1
H -4.512323 -2.039516 0.648642 0.4 -0.2 0.4
H -1.724296 -0.096410 1.951561 -1.7 -1.4 0.5
H -4.739298 0.579763 -1.266105 -0.5 0.4 -0.6
H -1.725590 2.602150 -0.686413 -1.4 -0.1 0.1
```
Positions in Å, forces in eV/Å.

Spin multiplicity   1
E   -22809.5170 eV
Orbital gap   9.40 eV
ΔE to the lowest compared entry with this formula, charge and spin   552.7 kJ/mol
HOMO   -8.7 eV

---

# 3
Below is 12 unconnected molecules or ions with the total composition C15H55N23O12 in a non-equilibrium geometry, with properties calculated with the ωB97M-V functional and the def2-TZVPD basis.

```
105
Properties=species:S:1:pos:R:3:forces:R:3
C -18.246400 -24.108080 -12.262810 1.4 0.3 0.5
O -19.261040 -24.104630 -11.293130 0.3 0.2 1.4
C -18.859470 -23.414200 -10.052560 -0.9 0.5 0.2
C -18.437600 -24.352280 -8.907790 -0.7 -0.2 -2.1
C -18.614680 -23.951040 -7.504060 -1.3 1.5 1.0
N -17.119050 -24.853160 -9.089010 1.3 -1.0 -0.2
H -18.436540 -24.770230 -13.107490 -0.6 0.3 0.0
H -17.289190 -24.468570 -11.886120 0.1 -0.3 0.4
H -18.011300 -23.078840 -12.533900 -0.2 0.1 -0.7
H -18.165890 -22.601090 -10.266800 0.7 -0.2 -0.3
H -19.723850 -22.868360 -9.674400 -0.5 -0.2 -0.3
H -19.191110 -25.122990 -9.070050 0.0 -0.5 0.0
H -19.632700 -23.564060 -7.459620 -0.4 -0.2 0.6
H -17.999160 -23.141110 -7.112590 0.5 -0.1 -0.3
H -18.523130 -24.805670 -6.833740 0.0 0.0 -0.1
H -17.202710 -25.856900 -9.014120 0.8 -0.1 -0.2
H -16.681050 -24.598550 -9.962750 -0.1 -0.2 0.0
N -19.105030 -19.643940 -12.789480 0.4 -7.8 -0.7
C -19.290970 -18.404830 -12.834180 -2.1 5.4 -0.4
N -18.763790 -17.888370 -11.706280 -0.2 1.3 0.5
O -19.970010 -17.832150 -13.680990 0.9 0.9 -0.2
H -19.329650 -20.038730 -11.887380 0.4 -0.7 -0.3
H -19.390730 -20.172140 -13.601560 -0.4 -0.3 -0.1
H -18.306940 -18.673100 -11.264030 1.0 1.6 0.9
H -18.621860 -16.890490 -11.641550 0.3 -0.4 0.5
N -24.021420 -24.050450 -12.818070 2.1 3.0 6.3
C -24.391040 -24.824240 -13.716250 -1.1 -2.6 -4.1
N -24.891720 -24.209760 -14.759220 -1.4 1.8 -3.4
O -24.263050 -26.017150 -13.697960 -0.1 -3.3 0.6
H -24.027680 -23.042070 -12.874710 0.1 -0.4 0.5
H -23.912700 -24.624830 -11.994430 0.8 1.1 0.7
H -25.484660 -24.718860 -15.399010 0.5 0.4 -0.1
H -24.686440 -23.224590 -14.845220 -0.6 -0.4 -0.5
N -22.223400 -21.382850 -17.427480 -3.5 2.2 3.9
C -21.581100 -21.928540 -18.388340 0.4 -1.2 0.2
N -22.016420 -23.130420 -18.760330 -0.1 -2.5 -1.6
O -20.573300 -21.419920 -18.770020 3.1 1.1 -2.5
H -22.054060 -20.416480 -17.187590 0.2 0.0 -0.1
H -22.984590 -21.811380 -16.920480 -0.3 0.0 -0.5
H -21.496250 -23.525130 -19.530870 -0.3 -0.2 0.2
H -22.854720 -23.602880 -18.453520 0.2 0.5 0.0
N -23.463870 -18.412320 -10.114680 1.4 6.6 9.3
C -23.726880 -19.165670 -11.053460 3.1 -1.9 -2.9
N -22.617520 -19.308730 -11.737900 2.6 -1.4 -3.5
O -24.708430 -19.759550 -11.194100 -6.6 -3.7 -1.7
H -22.486470 -18.325050 -9.875590 -0.3 0.4 0.1
H -24.018940 -18.410000 -9.270880 -0.4 0.1 -0.4
H -22.621200 -19.947020 -12.520630 0.5 0.1 -0.1
H -21.815150 -18.748580 -11.487840 -0.1 -0.4 -0.9
N -16.725110 -23.854340 -16.708390 -1.4 -4.9 -5.0
C -17.101220 -22.914030 -15.921860 -1.0 1.1 1.1
N -16.126840 -22.651560 -15.121530 2.6 1.4 3.0
O -18.197780 -22.365810 -15.933720 -0.8 0.6 -0.4
H -17.490880 -24.214330 -17.259860 0.0 -0.1 -0.3
H -16.049680 -24.586570 -16.541840 0.2 0.6 0.3
H -16.038740 -21.705740 -14.778350 0.4 0.3 0.6
H -15.315030 -23.204980 -15.355590 0.4 0.9 0.6
N -23.821030 -22.781160 -8.797230 -5.3 1.3 4.9
C -22.854930 -23.199590 -9.487340 1.6 -2.4 -1.0
N -22.521780 -22.406150 -10.424420 2.4 3.1 -3.8
O -22.361400 -24.289380 -9.353630 1.4 -2.5 0.8
H -24.130890 -23.468130 -8.124790 -0.4 0.6 0.1
H -24.285620 -21.893390 -8.924190 0.0 -0.4 0.1
H -21.754680 -22.759550 -10.978300 -0.3 0.7 -0.6
H -23.027040 -21.543470 -10.567900 0.5 -0.2 -0.6
N -24.750630 -20.930490 -14.580560 2.9 1.5 2.9
C -25.525830 -21.294450 -15.540640 1.0 -1.4 -2.3
N -26.752000 -21.196720 -15.131580 -4.5 0.1 -0.2
O -25.184090 -21.785900 -16.602960 0.4 -0.3 -1.0
H -25.302420 -20.604690 -13.799870 1.6 0.1 0.7
H -23.741940 -20.977290 -14.602070 -0.1 0.1 0.2
H -27.429720 -21.560310 -15.786240 -0.4 0.5 0.5
H -26.940910 -20.542240 -14.385880 -0.9 -0.4 -0.4
N -24.030060 -17.833220 -15.857700 -4.0 -1.4 -3.3
C -22.788920 -18.075470 -15.494560 0.4 0.3 -0.5
N -22.537260 -17.263060 -14.529870 1.7 1.9 2.9
O -21.936360 -18.825380 -15.945410 -0.4 -1.5 -0.8
H -24.603810 -17.087210 -15.491130 0.4 -0.4 0.0
H -24.491140 -18.404150 -16.551640 0.2 0.1 0.0
H -21.592680 -17.391760 -14.196260 0.3 1.0 0.7
H -23.221650 -16.534660 -14.384500 1.1 0.0 0.8
N -19.634850 -25.743730 -15.980250 2.8 2.6 0.7
C -20.452310 -26.709430 -16.290230 2.4 -5.7 -0.4
N -21.670090 -26.306210 -16.443270 -3.9 0.6 -0.5
O -20.109820 -27.925530 -16.418820 -0.4 2.4 0.3
H -19.982010 -24.798580 -16.059460 0.5 0.0 0.3
H -18.695880 -25.933420 -15.660160 -0.3 0.0 -0.3
H -21.896410 -25.439000 -15.977630 -0.6 -0.3 0.0
H -22.301910 -27.089550 -16.357910 -0.5 0.4 -0.1
N -17.199510 -19.486960 -15.979150 -2.0 -0.1 -2.9
C -16.231960 -19.047760 -15.190780 -1.8 -2.3 -0.9
N -15.955200 -17.805830 -15.453010 1.4 3.7 -0.3
O -15.754880 -19.773270 -14.386060 2.2 -1.9 3.7
H -17.554600 -20.427340 -16.077680 0.3 -0.1 0.4
H -17.345390 -18.895700 -16.784900 -0.8 -0.4 0.1
H -15.320720 -17.322080 -14.833720 0.2 -0.1 -0.6
H -16.003690 -17.638800 -16.447930 0.3 1.0 0.5
N -20.271290 -23.167680 -14.175250 2.5 -4.0 0.7
C -21.001300 -22.133420 -14.100760 -3.1 0.4 -0.5
N -20.700230 -21.264260 -15.006080 1.1 3.2 -2.0
O -22.012660 -22.108130 -13.432120 -2.3 1.3 2.5
H -19.464850 -23.011850 -14.763010 0.8 -1.0 0.6
H -20.430990 -23.825290 -13.425490 0.6 -0.3 -0.3
H -21.346440 -20.512820 -15.200670 0.3 0.2 -0.3
H -20.165600 -21.686380 -15.751790 0.0 1.1 -0.5
```
Positions in Å, forces in eV/Å.

Spin multiplicity   1
E   -75293.1426 eV
Orbital gap   8.80 eV
ΔE to the lowest compared entry with this formula, charge and spin   861.1 kJ/mol
Structure (SMILES)   COC[C@H](C)N.NC(N)=O.NC(N)=O.NC(N)=O.NC(N)=O.NC(N)=O.NC(N)=O.NC(N)=O.NC(N)=O.NC(N)=O.NC(N)=O.NC(N)=O
HOMO   -8.8 eV